i:
Here is 14 unconnected molecules or ions with the total composition C32H68O26 from OMol25. Energies are from wB97M-V/def2-TZVPD.

Output
E_HOMO, eV: -10.076
HOMO-LUMO gap, eV: 9.4

Cartesian coordinates (Å):
1 O -1.032 -3.481 0.881
2 O 0.630 -1.761 4.498
3 O -1.024 4.595 4.617
4 O -2.284 -2.293 -5.502
5 O 2.261 4.349 -1.198
6 O 6.184 1.200 4.729
7 O -0.584 2.640 5.674
8 O 7.311 -0.481 3.854
9 O -0.175 -2.658 -6.200
10 O -1.068 -3.892 -4.575
11 O -0.044 2.917 3.530
12 O 1.992 -0.231 -1.177
13 O 8.254 0.811 5.441
14 O -3.818 4.473 2.260
15 O -2.367 -2.024 2.982
16 O 3.887 1.889 -7.961
17 O 6.383 -3.849 -1.620
18 O 0.221 3.878 -2.004
19 O -4.422 3.638 -0.473
20 O 2.768 1.358 -6.070
21 O 0.435 4.735 0.033
22 O 3.008 -1.493 0.375
23 O -2.303 0.218 -2.692
24 O 0.986 -0.545 0.743
25 O 2.735 -0.011 -7.796
26 O -4.078 -1.214 -1.144
27 C 0.815 0.640 -4.896
28 C 2.090 0.194 -5.570
29 C 2.064 -0.869 -0.004
30 C 5.402 -1.891 3.460
31 C -1.615 5.961 -0.156
32 C 0.109 1.445 5.330
33 C -2.529 -2.766 4.192
34 C 0.702 0.351 -1.325
35 C -2.311 -3.997 -3.908
36 C 1.890 -0.626 -6.836
37 C -3.183 -2.997 -4.633
38 C -0.929 0.810 0.577
39 C -0.601 3.493 4.597
40 C 7.334 0.542 4.740
41 C 1.930 -2.049 3.944
42 C 1.079 4.326 -1.077
43 C -3.716 3.236 2.945
44 C 5.299 -3.423 -0.808
45 C -1.084 -2.909 -5.485
46 C -2.099 -3.755 -2.418
47 C 5.262 0.610 3.831
48 C -4.862 2.315 -0.695
49 C -1.387 -4.831 0.727
50 C 3.200 1.150 -7.336
51 C -0.979 4.584 -0.131
52 C -3.929 -1.297 0.274
53 C 0.335 1.570 3.829
54 C -1.110 3.846 -1.481
55 C -0.098 -0.234 -0.158
56 C 1.815 1.426 3.508
57 C -2.953 1.114 -3.606
58 C 6.051 -0.547 3.172
59 H -4.370 4.151 -1.283
60 H 6.189 -0.358 2.108
61 H 2.171 0.422 3.714
62 H -3.571 -2.794 4.517
63 H -1.482 -2.881 -2.193
64 H 1.883 -1.780 2.890
65 H -3.695 -2.335 -3.937
66 H -3.587 3.479 4.000
67 H -2.416 -5.036 0.402
68 H -2.757 -4.987 -4.023
69 H -3.663 -0.316 0.662
70 H 4.448 0.210 4.439
71 H 2.115 -1.679 -6.693
72 H 2.409 2.132 4.090
73 H 1.012 1.410 5.943
74 H -1.755 4.407 -2.152
75 H -0.462 0.539 5.538
76 H -2.668 5.975 0.130
77 H -4.037 1.014 -3.520
78 H -1.923 -2.375 5.012
79 H -2.750 -1.147 3.076
80 H -2.210 -3.784 3.966
81 H 0.004 -2.167 3.886
82 H -0.333 0.884 3.314
83 H 0.305 -0.255 -4.518
84 H -1.422 -3.107 1.684
85 H -3.909 -3.457 -5.301
86 H 0.148 1.142 -5.594
87 H -3.021 -3.631 -1.848
88 H 2.588 -1.458 4.582
89 H 6.038 -2.758 3.276
90 H -4.857 -1.635 0.738
91 H 2.195 -3.106 4.067
92 H -3.121 -2.007 0.479
93 H -4.079 4.261 1.353
94 H -1.534 6.470 -1.119
95 H 4.830 1.295 3.104
96 H -1.366 2.807 -1.282
97 H 5.163 -1.951 4.524
98 H -2.614 0.789 -4.590
99 H -1.407 0.368 1.456
100 H 2.060 1.639 2.465
101 H -4.168 1.725 -1.303
102 H -1.782 1.108 -0.040
103 H 6.090 -4.447 -2.308
104 H 2.794 -0.317 -4.906
105 H -2.966 -0.202 -2.108
106 H -1.120 6.601 0.576
107 H 0.155 0.034 -2.212
108 H -4.632 2.643 2.857
109 H 4.502 -2.048 2.864
110 H 0.859 -0.541 -7.187
111 H -0.693 -5.332 0.057
112 H -1.538 -4.572 -1.968
113 H -2.847 2.657 2.609
114 H 5.669 -2.838 0.023
115 H 0.990 1.214 -3.988
116 H 0.696 1.440 -1.296
117 H -1.394 3.934 0.638
118 H -5.018 1.859 0.281
119 H -0.345 1.663 0.918
120 H -0.627 -1.150 -0.430
121 H 4.615 -2.825 -1.413
122 H -5.826 2.260 -1.213
123 H -4.519 -1.982 -1.509
124 H -1.348 -5.350 1.694
125 H 4.734 -4.265 -0.398
126 H -2.679 2.151 -3.409

These are the Mulliken partial charges, in e, on atoms 1 to 6:
1. O -0.097
2. O -0.516
3. O -0.513
4. O -0.372
5. O -0.547
6. O -0.411


ii:
Here is 14 unconnected molecules or ions with the total composition C32H68O26 from OMol25. Energies are from wB97M-V/def2-TZVPD.

Output
E_HOMO, eV: -9.342
HOMO-LUMO gap, eV: 8.8

Cartesian coordinates (Å):
1 O -8.370 6.335 -20.395
2 O -19.083 16.448 -22.530
3 O -20.324 8.870 -18.199
4 O -18.322 10.562 -23.805
5 O -13.120 9.211 -21.827
6 O -7.414 6.267 -22.407
7 O -14.008 5.720 -18.245
8 O -18.435 12.014 -21.078
9 O -13.728 11.323 -21.398
10 O -10.538 10.028 -19.046
11 O -15.999 5.870 -22.832
12 O -10.452 16.265 -18.286
13 O -19.704 6.874 -17.383
14 O -16.776 4.209 -21.519
15 O -11.287 14.580 -19.523
16 O -14.205 8.509 -16.569
17 O -18.201 8.144 -18.425
18 O -9.215 14.438 -18.705
19 O -11.473 4.111 -22.777
20 O -16.829 13.662 -19.457
21 O -6.744 7.803 -20.903
22 O -15.727 3.721 -23.410
23 O -10.105 3.064 -18.699
24 O -19.545 17.166 -24.612
25 O -14.955 9.600 -20.636
26 O -18.094 15.481 -24.262
27 C -18.381 15.320 -21.973
28 C -10.905 13.193 -21.518
29 C -11.396 3.629 -18.836
30 C -14.897 8.180 -20.743
31 C -18.649 10.908 -20.187
32 C -10.332 15.200 -18.791
33 C -16.155 4.714 -22.611
34 C -13.918 10.158 -21.290
35 C -16.552 14.009 -23.149
36 C -17.462 6.984 -18.043
37 C -18.973 16.435 -23.873
38 C -16.571 2.798 -21.456
39 C -16.120 2.436 -22.885
40 C -7.433 6.891 -21.212
41 C -13.729 7.915 -21.701
42 C -8.526 5.351 -22.503
43 C -8.908 5.186 -21.034
44 C -17.970 14.508 -23.209
45 C -10.184 9.527 -20.348
46 C -13.691 9.447 -17.523
47 C -18.474 6.204 -17.156
48 C -8.064 4.073 -23.174
49 C -19.483 8.061 -18.005
50 C -10.798 13.349 -20.027
51 C -16.912 10.447 -23.964
52 C -18.589 4.736 -17.490
53 C -11.961 4.884 -23.870
54 C -9.347 13.272 -19.506
55 C -14.952 1.481 -22.967
56 C -12.677 6.920 -21.253
57 C -15.886 12.831 -18.819
58 C -14.823 4.800 -18.960
59 H -8.900 3.449 -23.476
60 H -10.422 9.282 -18.451
61 H -16.416 10.805 -23.069
62 H -9.307 5.813 -23.107
63 H -18.379 11.661 -21.975
64 H -8.509 4.276 -20.584
65 H -10.718 10.099 -21.098
66 H -18.171 6.294 -16.110
67 H -13.337 8.918 -18.413
68 H -14.782 7.677 -19.781
69 H -12.186 2.878 -18.741
70 H -9.201 12.358 -18.932
71 H -17.337 13.127 -20.088
72 H -12.437 7.070 -20.198
73 H -10.216 13.858 -22.047
74 H -15.188 12.394 -19.538
75 H -16.360 11.995 -18.280
76 H -15.379 13.436 -18.070
77 H -19.071 14.767 -21.342
78 H -11.791 7.002 -21.877
79 H -12.872 10.064 -17.149
80 H -15.813 7.841 -21.227
81 H -16.623 7.258 -17.405
82 H -19.376 4.219 -16.947
83 H -10.046 2.866 -17.759
84 H -15.803 2.547 -20.724
85 H -7.536 4.366 -24.086
86 H -18.703 10.503 -24.685
87 H -17.760 10.270 -20.163
88 H -9.994 5.126 -20.968
89 H -13.469 7.986 -16.240
90 H -14.207 3.983 -19.349
91 H -18.924 11.276 -19.207
92 H -10.630 12.178 -21.803
93 H -11.465 4.114 -19.811
94 H -18.660 13.681 -23.397
95 H -13.038 5.034 -23.784
96 H -11.342 12.524 -19.559
97 H -13.449 5.232 -17.636
98 H -17.627 4.261 -17.278
99 H -14.176 1.728 -22.244
100 H -7.357 3.524 -22.554
101 H -17.526 2.335 -21.222
102 H -18.762 4.592 -18.562
103 H -8.605 13.289 -20.307
104 H -9.101 9.522 -20.493
105 H -11.926 13.362 -21.855
106 H -15.858 14.853 -23.128
107 H -15.296 0.462 -22.773
108 H -14.542 1.472 -23.976
109 H -16.947 2.069 -23.494
110 H -14.556 10.067 -17.739
111 H -11.725 4.406 -24.826
112 H -17.522 15.668 -21.403
113 H -11.598 4.451 -18.141
114 H -15.582 4.448 -18.260
115 H -15.286 5.273 -19.822
116 H -16.369 13.396 -22.269
117 H -17.144 6.394 -18.900
118 H -19.436 10.239 -20.548
119 H -16.525 11.044 -24.795
120 H -16.283 13.478 -24.066
121 H -10.520 8.491 -20.434
122 H -11.424 5.830 -23.897
123 H -14.095 7.557 -22.666
124 H -16.615 9.404 -24.136
125 H -11.496 3.173 -22.983
126 H -13.078 5.907 -21.347

These are the Mulliken partial charges, in e, on atoms 1 to 6:
1. O -0.366
2. O -0.380
3. O -0.523
4. O -0.547
5. O -0.443
6. O -0.410


It is ii that is the most stable of them.


i:
Here is 14 unconnected molecules or ions with the total composition C4H36N2O14S from OMol25. Energies are from wB97M-V/def2-TZVPD.

Output
E_HOMO, eV: -8.677
HOMO-LUMO gap, eV: 8.9

Cartesian coordinates (Å):
1 S 5.058 -1.079 0.055
2 O -3.877 -0.577 -0.798
3 O 2.455 -3.837 0.490
4 O -3.103 -2.999 -1.441
5 O 2.651 2.594 -1.051
6 O -1.566 -1.085 -1.970
7 O -1.394 0.870 0.457
8 O -1.212 3.075 -1.119
9 O 1.786 0.445 -3.110
10 O 1.209 3.522 1.409
11 O -2.036 4.270 1.552
12 O 1.887 -0.944 -1.087
13 O -2.657 1.744 2.301
14 O -0.493 -0.235 -4.169
15 O -0.175 0.802 2.754
16 N -1.675 -1.771 1.712
17 N 0.352 -1.990 0.268
18 C 1.527 -1.327 0.010
19 C 3.711 -0.134 0.810
20 C 2.392 -0.972 1.188
21 C -0.316 -2.452 1.429
22 H -0.915 -0.465 -5.023
23 H -0.596 1.404 0.461
24 H -1.567 -0.793 1.876
25 H 2.466 0.111 -3.744
26 H -3.412 -3.805 -1.054
27 H -2.153 -1.963 0.806
28 H 3.769 0.407 1.793
29 H 3.584 0.681 0.056
30 H 1.738 2.977 -0.912
31 H -3.795 -2.279 -1.383
32 H -2.938 -0.429 -0.963
33 H -1.663 2.567 -0.403
34 H 1.414 -0.436 -2.758
35 H 2.746 -4.449 -0.214
36 H -4.018 0.173 -0.223
37 H 0.697 4.305 1.386
38 H 2.531 -1.780 1.889
39 H 2.052 3.337 1.030
40 H -0.061 0.626 -4.238
41 H 4.208 -1.290 -0.897
42 H -1.057 0.038 0.037
43 H -1.705 1.438 2.464
44 H -1.643 3.966 -1.161
45 H 0.319 1.541 2.299
46 H 1.806 -4.339 0.988
47 H -1.978 -1.861 -2.327
48 H 1.699 -0.402 1.845
49 H -0.194 -2.009 -0.588
50 H 0.280 0.527 3.585
51 H -3.145 0.932 2.048
52 H 0.203 -2.334 2.471
53 H -1.264 -0.504 -2.752
54 H 2.559 1.716 -1.432
55 H -2.608 3.546 1.779
56 H -0.439 -3.523 1.276
57 H -1.445 4.451 2.293

These are the Mulliken partial charges, in e, on atoms 1 to 6:
1. S -0.220
2. O -0.704
3. O -0.530
4. O -0.673
5. O -0.724
6. O -0.654


ii:
Here is 14 unconnected molecules or ions with the total composition C4H36N2O14S from OMol25. Energies are from wB97M-V/def2-TZVPD.

Output
E_HOMO, eV: -8.714
HOMO-LUMO gap, eV: 8.8

Cartesian coordinates (Å):
1 S -0.911 0.660 4.324
2 O 4.726 -0.448 0.915
3 O 0.161 -3.053 -1.082
4 O 1.865 1.610 -2.361
5 O -0.438 1.024 -0.591
6 O 0.528 3.176 1.830
7 O -0.704 3.953 -3.685
8 O -1.718 3.408 -0.761
9 O -2.213 -2.824 -0.168
10 O 1.566 -0.768 -3.262
11 O -1.253 -5.082 1.158
12 O 0.720 3.500 -1.138
13 O 2.591 -0.247 -0.856
14 O -0.221 -2.485 -4.082
15 O 3.149 -1.777 2.343
16 N -1.154 -0.854 -1.388
17 N -2.587 1.180 1.104
18 C -1.137 0.094 -0.415
19 C -1.024 -0.777 1.961
20 C -1.661 -0.773 3.319
21 C -1.939 -0.130 0.892
22 H -0.330 -3.081 -4.844
23 H -2.939 -0.699 0.821
24 H 4.200 -0.361 0.149
25 H -2.140 2.028 0.630
26 H 2.259 -1.090 -2.628
27 H -1.596 -1.671 4.039
28 H 5.066 0.296 1.277
29 H -1.051 3.133 -4.130
30 H -1.268 -2.632 0.028
31 H 0.588 -2.117 -4.109
32 H -0.137 -0.200 2.015
33 H 1.753 -0.364 -0.354
34 H -2.543 -3.674 0.157
35 H -1.797 -1.592 -1.426
36 H -0.852 -4.731 0.319
37 H 0.197 2.458 1.279
38 H -3.068 1.465 1.985
39 H 2.354 2.002 -3.102
40 H -0.369 3.566 2.148
41 H 1.187 1.999 -1.795
42 H -0.540 -0.877 -2.157
43 H 3.406 -2.050 3.210
44 H -2.715 -0.325 3.325
45 H -0.012 -2.761 -2.035
46 H -1.825 2.498 -1.185
47 H 0.048 3.861 -3.132
48 H 1.134 -2.731 -1.142
49 H -1.976 4.062 -1.338
50 H 2.724 0.599 -1.225
51 H -0.670 -4.508 1.687
52 H 3.837 -1.291 1.964
53 H 1.349 0.137 -2.858
54 H 0.254 0.105 4.071
55 H 0.093 3.111 -0.477
56 H 1.232 3.990 -0.510
57 H -0.610 -1.766 1.540

These are the Mulliken partial charges, in e, on atoms 1 to 6:
1. S -0.171
2. O -0.724
3. O -0.659
4. O -0.686
5. O -0.072
6. O -0.688


It is i that is the most stable of them.